No. 1
Here is a cluster of 2 separate species, C4H3NO2 in total in a non-equilibrium geometry from the Open Molecules 2025 dataset. Energies are from ωB97M-V with the def2-TZVPD basis set.

Structure (XYZ):
```
10
Properties=species:S:1:pos:R:3:forces:R:3
N 2.275025 -0.410823 0.585200 -0.814 -0.192 -0.224
C 1.147327 -0.729243 0.276794 0.579 0.118 0.152
C -0.094730 -1.148905 0.066055 0.103 0.038 0.023
C -1.216101 -0.381086 0.610346 0.036 0.229 0.182
C -0.189667 1.997519 -1.279694 -1.064 0.861 -0.175
O -1.115771 0.689267 1.178417 -0.059 -0.444 -0.197
O -1.120783 2.637010 -1.393957 1.124 -0.783 0.125
H 2.784735 0.250725 0.005855 -0.049 -0.014 -0.007
H -0.262316 -2.050512 -0.512877 0.037 0.116 0.103
H -2.207722 -0.853955 0.463862 0.108 0.071 0.017
```
Positions in Å, forces in eV/Å.

Properties
Total charge   0
Largest force on an atom   1.4 eV/A
Relative energy (zero: lowest compared OMol25 entry of this formula, charge and spin)   189.1 kJ/mol
Gap between HOMO and LUMO   10.1 eV
E_HOMO   -9.67 eV

No. 2
Here is a structure of composition C4H3NO2 in a non-equilibrium geometry from the Open Molecules 2025 dataset. Energies are from ωB97M-V with the def2-TZVPD basis set.

Structure (XYZ):
```
10
Properties=species:S:1:pos:R:3:forces:R:3
C 1.317948 -0.058213 -0.087149 1.792 1.051 -0.793
C 0.426451 1.202960 -0.023924 0.110 -1.062 2.085
C -0.539234 0.194383 0.645659 -0.499 0.755 1.901
C -1.781311 -0.120232 -0.040018 0.870 0.066 -0.240
H 0.702064 2.031678 0.666518 0.109 -0.650 -0.845
H 0.108672 1.479247 -0.972129 -0.432 0.990 -1.669
H -0.825743 0.423136 1.704873 0.475 -0.128 -0.807
N -2.735961 -0.262732 -0.646598 -0.845 -0.201 -0.338
O 2.366050 -0.341202 -0.590818 -1.257 0.102 0.781
O 0.461901 -0.834838 0.610758 -0.323 -0.923 -0.075
```
Positions in Å, forces in eV/Å.

Properties
Total charge   0
Largest force on an atom   2.3 eV/A
Relative energy (zero: lowest compared OMol25 entry of this formula, charge and spin)   126.2 kJ/mol
Gap between HOMO and LUMO   11.8 eV
E_HOMO   -11.27 eV

No. 3
Here is a cluster of 2 separate species, C4H3NO2S in total in a non-equilibrium geometry from the Open Molecules 2025 dataset. Energies are from ωB97M-V with the def2-TZVPD basis set.

Structure (XYZ):
```
11
Properties=species:S:1:pos:R:3:forces:R:3
C -0.858949 -1.073106 -0.091505 0.172 -0.015 -2.178
C -1.353715 -0.116513 -0.953750 -0.263 -1.152 -0.605
S -1.190129 1.451183 -0.412757 0.510 0.510 2.074
C -0.421255 0.805493 1.108570 -1.808 -1.173 -2.980
N -0.325868 -0.481079 1.006188 0.460 -0.572 2.017
H -0.754558 -2.183058 -0.436032 -0.172 2.226 1.378
H -1.828714 -0.242296 -1.915146 0.122 -0.306 -0.030
H -0.283288 1.388683 1.981909 0.549 0.452 0.431
O 2.585824 -0.914545 -0.433108 0.051 -1.954 -0.296
C 2.298548 0.127481 -0.066653 0.536 1.639 -0.167
O 2.132107 1.237757 0.212288 -0.157 0.343 0.356
```
Positions in Å, forces in eV/Å.

Properties
Total charge   0
Largest force on an atom   3.7 eV/A
SMILES string   c1cscn1.O=C=O
Relative energy (zero: lowest compared OMol25 entry of this formula, charge and spin)   27.2 kJ/mol
Gap between HOMO and LUMO   9.9 eV
E_HOMO   -9.25 eV

No. 4
Here is the molecule C4H3NO3 in a non-equilibrium geometry from the Open Molecules 2025 dataset. Energies are from ωB97M-V with the def2-TZVPD basis set.

Structure (XYZ):
```
11
Properties=species:S:1:pos:R:3:forces:R:3
C 0.640280 1.501763 0.297191 -0.286 0.566 0.043
O 0.815256 0.119362 0.590781 0.104 -1.471 1.859
C -0.309195 -0.802935 0.999075 1.058 2.374 -3.040
O -0.557709 -1.338265 2.003977 0.489 0.395 -0.154
C -0.737254 -0.673894 -0.493907 -3.164 -2.507 2.504
O -1.678958 0.019148 -0.800043 1.205 0.310 -0.494
C -0.215581 -1.778511 -1.282219 0.605 0.607 -1.014
N 0.198354 -2.619554 -1.942950 -0.022 -0.200 0.129
H 1.568614 2.008451 0.556900 -0.094 -0.065 0.177
H 0.480823 1.635921 -0.774855 -0.121 -0.003 0.050
H -0.204630 1.928515 0.846049 0.225 -0.007 -0.060
```
Positions in Å, forces in eV/Å.

Properties
Total charge   0
Largest force on an atom   4.8 eV/A
SMILES string   COC(=O)C(=O)C#N
Relative energy (zero: lowest compared OMol25 entry of this formula, charge and spin)   346.6 kJ/mol
Gap between HOMO and LUMO   9.9 eV
E_HOMO   -10.67 eV

No. 5
Here is the molecule C4H3NO3 in a non-equilibrium geometry from the Open Molecules 2025 dataset. Energies are from ωB97M-V with the def2-TZVPD basis set.

Structure (XYZ):
```
11
Properties=species:S:1:pos:R:3:forces:R:3
O -2.308197 1.311930 -0.143479 -0.338 -1.163 -1.109
C -1.797071 0.206975 -0.198489 -0.445 4.017 2.066
O -2.475160 -0.853840 0.115421 1.532 -5.044 0.706
C -0.348518 0.232892 -0.132101 1.692 1.259 -0.856
N 0.394950 1.347096 0.031361 -2.522 -3.411 -0.734
C 1.620796 0.800330 0.027278 0.373 -1.368 0.195
C 1.667215 -0.557129 -0.095852 -0.874 0.194 0.269
O 0.338713 -0.917457 -0.267099 0.431 0.318 0.793
H -1.818795 -1.682139 0.353415 -2.310 3.000 -1.103
H 2.355178 1.477969 0.169511 2.825 1.504 0.407
H 2.370888 -1.366627 0.140033 -0.364 0.692 -0.634
```
Positions in Å, forces in eV/Å.

Properties
Total charge   0
Largest force on an atom   5.3 eV/A
SMILES string   O=C(O)c1ncco1
Relative energy (zero: lowest compared OMol25 entry of this formula, charge and spin)   190.5 kJ/mol
Gap between HOMO and LUMO   9.8 eV
E_HOMO   -9.85 eV

No. 6
Here is the molecule C4H3NO3 in a non-equilibrium geometry from the Open Molecules 2025 dataset. Energies are from ωB97M-V with the def2-TZVPD basis set.

Structure (XYZ):
```
11
Properties=species:S:1:pos:R:3:forces:R:3
O -0.649112 -0.749661 -1.600349 -0.619 1.335 0.788
C -0.655111 -0.097626 -0.595036 0.634 -1.741 0.670
O -1.846476 0.176180 0.178338 0.336 -0.044 -0.843
C -1.423546 0.662254 1.363745 1.919 0.154 0.921
N -0.111876 0.779451 1.504072 -2.544 0.415 1.277
C 0.467402 0.285037 0.354650 -1.466 -0.869 -1.685
C 1.738276 -0.090144 0.126495 -0.275 1.024 -1.433
O 2.081999 -0.665275 -1.089652 4.495 -2.497 2.864
H -2.245708 0.828754 2.157640 1.745 -0.050 -1.498
H 2.512673 0.348942 0.740995 0.286 -0.647 0.359
H 3.062751 -1.280921 -0.832952 -4.512 2.919 -1.422
```
Positions in Å, forces in eV/Å.

Properties
Total charge   0
Largest force on an atom   5.9 eV/A
SMILES string   O=C1OC=N/C1=C/O
Relative energy (zero: lowest compared OMol25 entry of this formula, charge and spin)   253.5 kJ/mol
Gap between HOMO and LUMO   8.8 eV
E_HOMO   -8.99 eV